1.
90
Properties=species:S:1:pos:R:3 method="wB97M-V/def2-TZVPD" homo_lumo_gap_ev=7.31 charge=-1 relative_energy_ev=0.000 e_homo_ev=-4.8 mol_weight_da=939.071 lumo_energy_ev=2.47 total_energy_ha=-7162.346178
Cd 0.22 0.24 0.29
O 4.80 2.72 3.84
C 3.74 2.17 3.19
C 2.52 2.84 3.07
C 1.50 2.21 2.39
N 1.67 1.01 1.86
C 2.84 0.37 1.94
C 3.91 0.92 2.62
C 2.96 -0.96 1.17
O 3.97 -1.63 1.39
O 2.01 -1.21 0.35
C 0.14 2.88 2.16
O -0.17 3.80 2.91
O -0.53 2.40 1.17
H 4.54 3.58 4.18
H 2.35 3.82 3.49
H 4.84 0.38 2.68
C 1.73 -0.73 -3.01
C 2.77 0.31 -2.53
As 2.01 1.65 -1.30
C 1.30 2.99 -2.52
C 2.03 3.49 -3.59
C 1.46 4.41 -4.46
C 0.15 4.84 -4.25
C -0.57 4.37 -3.16
C 0.01 3.45 -2.29
C 3.64 2.62 -0.80
C 4.85 1.96 -0.59
C 5.98 2.67 -0.19
C 5.91 4.04 0.03
C 4.70 4.70 -0.15
C 3.57 3.99 -0.55
As 0.21 0.03 -4.02
C 0.02 -1.39 -5.36
C -0.34 -1.01 -6.65
C -0.38 -1.93 -7.69
C -0.06 -3.26 -7.45
C 0.28 -3.66 -6.16
C 0.32 -2.74 -5.13
C -1.57 -1.80 -2.56
C -2.34 -2.47 -3.51
C -2.57 -3.84 -3.43
C -2.03 -4.58 -2.40
C -1.25 -3.94 -1.44
C -1.03 -2.57 -1.52
H 1.37 -1.29 -2.14
H 2.22 -1.44 -3.67
H 3.25 0.82 -3.36
H 3.54 -0.21 -1.96
H 3.05 3.17 -3.76
H 2.02 4.78 -5.31
H -0.30 5.54 -4.94
H -1.58 4.72 -2.99
H -0.54 3.06 -1.45
H 4.92 0.89 -0.73
H 6.92 2.14 -0.04
H 6.79 4.59 0.33
H 4.63 5.76 0.03
H 2.63 4.51 -0.68
H -0.57 0.03 -6.84
H -0.65 -1.61 -8.69
H -0.07 -3.98 -8.26
H 0.52 -4.70 -5.97
H 0.57 -3.07 -4.12
H -2.77 -1.92 -4.33
H -3.17 -4.32 -4.19
H -2.20 -5.65 -2.34
H -0.82 -4.50 -0.62
H -0.43 -2.10 -0.76
C -2.50 0.41 -3.34
C -1.32 -0.31 -2.66
O -0.99 0.33 -1.50
H -3.45 0.07 -2.93
H -2.52 0.25 -4.42
H -2.38 1.47 -3.16
S -1.54 -0.97 1.84
C -2.87 -0.20 1.08
N -3.88 -0.95 0.62
C -5.02 -0.43 -0.11
C -5.30 0.98 0.37
C -4.02 1.79 0.26
N -2.96 1.13 1.01
H -3.67 -1.94 0.58
H -5.88 -1.08 0.07
H -4.82 -0.42 -1.17
H -5.62 0.96 1.42
H -6.10 1.43 -0.22
H -4.15 2.79 0.69
H -3.73 1.91 -0.79
H -2.09 1.65 1.15


2.
106
Properties=species:S:1:pos:R:3 method="wB97M-V/def2-TZVPD" homo_lumo_gap_ev=6.85 e_homo_ev=-7.7 mol_weight_da=954.182 lumo_energy_ev=-0.86 total_energy_ha=-3641.730479
C -1.52 0.79 -0.96
P -1.69 -0.42 -2.37
O -0.95 -1.81 -1.88
B -3.55 -0.80 -2.47
O -4.39 0.21 -2.90
B -5.64 0.04 -2.31
C -6.31 1.11 -1.39
N -6.73 2.33 -2.13
O -6.22 -1.22 -2.54
B -5.39 -2.13 -1.95
O -5.95 -3.10 -1.07
C -6.27 -2.58 0.07
N -6.49 -2.05 1.07
O -4.05 -2.08 -2.15
H -1.15 1.72 -1.37
H -2.48 0.99 -0.49
H -0.83 0.35 -0.26
H -1.60 -2.46 -1.59
H -5.59 1.34 -0.59
H -7.16 0.66 -0.88
H -7.10 2.96 -1.43
H -5.87 2.78 -2.42
C 5.15 1.14 -0.01
C 4.67 0.82 1.25
C 3.35 1.10 1.59
C 2.54 1.70 0.65
C 3.00 2.03 -0.61
C 4.31 1.75 -0.94
N 1.14 1.98 1.00
O 0.76 1.69 2.12
O 0.43 2.47 0.14
H 6.17 0.91 -0.27
H 5.32 0.35 1.98
H 2.98 0.86 2.57
H 2.34 2.50 -1.33
H 4.68 2.00 -1.93
C 8.24 -4.07 -3.11
C 8.47 -3.12 -4.10
C 8.50 -1.78 -3.78
C 8.30 -1.40 -2.46
C 8.06 -2.33 -1.46
C 8.03 -3.67 -1.79
N 8.35 0.03 -2.12
O 8.53 0.82 -3.01
O 8.19 0.33 -0.95
H 8.22 -5.12 -3.36
H 8.63 -3.44 -5.12
H 8.67 -1.04 -4.54
H 7.90 -2.01 -0.45
H 7.85 -4.41 -1.02
C -3.86 -4.11 4.93
C -2.87 -3.15 5.07
C -2.30 -2.58 3.95
C -2.73 -2.98 2.70
C -3.71 -3.94 2.54
C -4.28 -4.51 3.66
N -2.15 -2.35 1.50
O -1.28 -1.53 1.67
O -2.57 -2.70 0.42
H -4.31 -4.55 5.81
H -2.54 -2.85 6.05
H -1.53 -1.83 4.05
H -4.04 -4.24 1.55
H -5.05 -5.26 3.56
C 10.50 4.92 -4.47
C 9.67 3.95 -3.93
C 8.29 4.05 -4.07
C 7.77 5.14 -4.75
C 8.58 6.12 -5.29
C 9.95 6.01 -5.15
N 6.31 5.24 -4.92
O 5.63 4.37 -4.42
O 5.88 6.18 -5.55
H 11.57 4.83 -4.36
H 10.09 3.10 -3.40
H 7.65 3.30 -3.65
H 8.15 6.96 -5.82
H 10.60 6.77 -5.56
C -2.60 -9.54 7.74
C -2.35 -8.65 6.71
C -2.29 -7.29 6.97
C -2.49 -6.85 8.27
C -2.75 -7.72 9.31
C -2.81 -9.08 9.03
N -2.41 -5.41 8.55
O -2.20 -4.67 7.61
O -2.56 -5.05 9.70
H -2.64 -10.60 7.53
H -2.19 -9.00 5.70
H -2.09 -6.58 6.18
H -2.91 -7.36 10.31
H -3.01 -9.78 9.83
C -8.61 7.67 -3.83
C -8.00 8.49 -2.89
C -7.38 7.94 -1.79
C -7.37 6.57 -1.64
C -7.98 5.73 -2.56
C -8.60 6.29 -3.66
N -6.69 5.99 -0.47
O -6.18 6.75 0.32
O -6.66 4.78 -0.37
H -9.09 8.10 -4.70
H -8.01 9.57 -3.03
H -6.91 8.58 -1.05
H -7.96 4.66 -2.43
H -9.07 5.65 -4.39


3.
95
Properties=species:S:1:pos:R:3 method="wB97M-V/def2-TZVPD" homo_lumo_gap_ev=6.81 charge=-1 relative_energy_ev=0.000 e_homo_ev=-4.7 mol_weight_da=1132.157 lumo_energy_ev=2.09 total_energy_ha=-10867.200460
Cd 0.36 0.67 -0.02
Se -2.10 2.57 0.19
P -3.05 0.67 0.29
Se -1.73 -1.04 0.43
C -4.26 0.58 1.66
C -4.65 -0.65 2.19
C -5.60 -0.70 3.20
C -6.17 0.46 3.68
C -5.78 1.69 3.16
C -4.83 1.75 2.16
C -4.13 0.45 -1.18
C -5.09 1.43 -1.46
C -5.90 1.31 -2.57
C -5.76 0.22 -3.43
C -4.81 -0.75 -3.15
C -4.00 -0.64 -2.03
H -4.19 -1.56 1.81
H -5.89 -1.66 3.61
H -6.90 0.42 4.48
H -6.22 2.61 3.54
H -4.49 2.70 1.77
H -5.17 2.29 -0.81
H -6.63 2.08 -2.79
H -6.39 0.14 -4.30
H -4.69 -1.59 -3.82
H -3.26 -1.40 -1.81
S 2.81 -0.03 0.47
C 2.97 -1.70 0.03
N 4.12 -2.25 -0.19
N 4.02 -3.65 -0.48
C 4.21 -4.55 0.55
C 3.94 -4.19 1.87
C 4.07 -5.13 2.89
C 4.46 -6.43 2.61
C 4.73 -6.78 1.30
C 4.62 -5.86 0.27
N 1.78 -2.49 0.12
N 1.25 -2.80 -0.95
C 0.12 -3.68 -0.81
C -0.71 -3.80 -1.91
C -1.81 -4.63 -1.86
C -2.07 -5.37 -0.71
C -1.22 -5.27 0.38
C -0.12 -4.43 0.34
H 4.51 -3.87 -1.34
H 3.64 -3.18 2.09
H 3.86 -4.83 3.91
H 4.56 -7.16 3.41
H 5.05 -7.80 1.06
H 4.83 -6.15 -0.75
H -0.50 -3.20 -2.79
H -2.47 -4.71 -2.72
H -2.93 -6.03 -0.67
H -1.40 -5.86 1.27
H 0.56 -4.35 1.17
O 0.09 0.80 2.47
C 0.46 0.04 3.36
C 0.35 0.43 4.82
C 1.72 0.67 5.49
C 2.93 0.16 4.70
C 2.99 -1.36 4.55
C 1.66 -1.97 4.11
N 0.97 -1.18 3.11
H -0.21 -0.36 5.33
H -0.26 1.33 4.84
H 1.72 0.22 6.49
H 1.85 1.75 5.64
H 3.84 0.51 5.19
H 2.92 0.62 3.71
H 3.30 -1.83 5.49
H 3.76 -1.59 3.81
H 1.00 -2.10 4.98
H 1.82 -2.97 3.70
H 1.15 -1.40 2.13
F 2.23 7.50 1.25
C 2.00 6.37 0.57
C 1.88 5.16 1.22
F 2.00 5.12 2.56
C 1.65 4.01 0.50
F 1.60 2.87 1.21
C 1.53 3.99 -0.88
Se 1.21 2.43 -1.91
C 1.66 5.23 -1.51
F 1.57 5.33 -2.84
C 1.90 6.40 -0.81
F 2.02 7.57 -1.46
C -1.42 1.05 -4.11
S -0.74 -0.37 -3.23
C 0.88 -0.49 -4.02
H -0.80 1.93 -3.92
H -2.41 1.22 -3.71
H -1.49 0.84 -5.18
H 0.78 -0.80 -5.06
H 1.44 -1.25 -3.47
H 1.41 0.46 -3.95